No. 1
Density functional theory data (ωB97M-V/def2-TZVPD) for a molecular structure, C4H9NOS in a non-equilibrium geometry.

Last column: Löwdin spin population.
Atoms and positions in Å:
1 C -1.9448 -0.0387 0.2273  0.643
2 C 2.1990 0.5444 -0.4372  0.029
3 C 0.9620 1.3017 -0.0898  0.011
4 C 1.0566 -0.1921 0.4000  0.031
5 N -0.1384 -2.5605 0.5683  0.562
6 O -2.2588 1.2938 0.0255  0.178
7 S -0.0932 -1.3202 -0.4212  0.461
8 H -2.3190 -0.6760 -0.6730  0.016
9 H -2.1637 -0.4078 1.2188  0.042
10 H 2.4353 0.2767 -1.5285  0.001
11 H 3.1138 0.8289 0.1213  0.002
12 H 0.8991 2.0656 0.7084  0.001
13 H 0.2992 1.3587 -0.8823  0.000
14 H 1.5465 -0.5343 1.2377  -0.001
15 H -2.9138 1.4233 -0.6443  0.009
16 H -0.6798 -3.3635 0.1687  0.012

Its multiplicity is 3. As for the lowest unoccupied orbital energy (alpha / beta): 0.0252 / -0.0293 hartree. As for the molar mass: 119.2 g/mol. The expectation value of S² is 2.009. The value obtained for the orbital gap (alpha / beta) is 6.4 / 8.7 eV. The calculation puts the maximum force at 4.3 eV Å⁻¹.

No. 2
Density functional theory data (ωB97M-V/def2-TZVPD) for a single C4H9NOS2 molecule in a non-equilibrium geometry.

Last column: natural (NBO) charge in e.
Atoms and positions in Å:
1 C 0.0789 0.7072 -1.3977  -0.625
2 C 0.1660 -0.2569 -0.2094  -0.053
3 C -0.2898 0.4577 1.0567  -0.529
4 S 0.7245 1.7707 1.8743  0.072
5 S 2.4716 2.0214 0.8083  -0.138
6 N -0.6292 -1.4563 -0.4876  -0.634
7 C -1.0188 -2.4424 0.3723  0.532
8 O -1.0670 -2.3365 1.5792  -0.597
9 H 0.9897 1.2688 -1.4372  0.234
10 H -0.0572 0.2982 -2.3757  0.214
11 H -0.6921 1.4373 -1.1481  0.208
12 H 1.1988 -0.5957 -0.0833  0.203
13 H -1.2063 0.9876 0.8204  0.210
14 H -0.3874 -0.2200 1.8790  0.265
15 H 2.1279 3.1805 0.2271  0.124
16 H -1.0975 -1.4298 -1.3779  0.395
17 H -1.3121 -3.3916 -0.1003  0.118

Its multiplicity is 1. As for the lowest unoccupied orbital energy: 0.0179 hartree. As for the molar mass: 151.3 g/mol. The SMILES is C[C@@H](CSS)NC=O. The value obtained for the orbital gap is 9.4 eV. The calculation puts the maximum force at 1.3 eV Å⁻¹.

No. 3
Density functional theory data (ωB97M-V/def2-TZVPD) for a molecular structure, C4H9NP in a non-equilibrium geometry.

Last column: Löwdin spin population.
Atoms and positions in Å:
1 C 1.5589 -0.8680 -0.3733  0.480
2 C 0.2072 -1.4053 -0.1221  0.109
3 C -0.6717 -0.5302 0.7094  0.066
4 C -0.2905 0.8884 0.7770  0.481
5 N -0.6240 1.5680 -0.5635  0.076
6 P 2.0286 0.6616 0.0488  0.641
7 H 2.1649 -1.4422 -1.0287  0.018
8 H -0.3075 -1.5153 -1.1639  0.028
9 H 0.2561 -2.4417 0.2843  0.024
10 H -1.8083 -0.8315 0.5339  0.026
11 H -0.5778 -0.8765 1.8082  0.000
12 H -0.0715 1.5484 1.7066  0.010
13 H 0.1430 2.3478 -0.7209  0.022
14 H -1.4714 2.0537 -0.5999  0.013
15 H -0.5360 0.8427 -1.2958  0.003

Its multiplicity is 3. As for the lowest unoccupied orbital energy (alpha / beta): -0.1771 / -0.2790 hartree. As for the molar mass: 102.1 g/mol. The expectation value of S² is 2.025. The value obtained for the orbital gap (alpha / beta) is 4.9 / 5.3 eV. The charge is +1. The calculation puts the maximum force at 5.1 eV Å⁻¹.

No. 4
Density functional theory data (ωB97M-V/def2-TZVPD) for a single C4H9NS molecule in a non-equilibrium geometry.

Last column: natural (NBO) charge in e.
Atoms and positions in Å:
1 C -1.8529 0.9041 0.1221  -0.615
2 C -1.5266 -0.3755 -0.6659  -0.487
3 C -0.6439 -1.2761 0.1179  0.126
4 N 0.6111 -1.2195 0.0974  -0.566
5 S 1.4761 -0.0828 -0.8730  0.302
6 C 2.8846 0.2430 0.3486  -0.728
7 H -1.1805 1.7071 -0.2016  0.222
8 H -2.8277 1.2964 -0.0344  0.214
9 H -1.8997 0.8290 1.2443  0.212
10 H -2.4328 -0.9485 -0.9407  0.218
11 H -0.9788 -0.0710 -1.5531  0.227
12 H -1.0353 -2.0846 0.7170  0.184
13 H 2.8775 1.3161 0.7039  0.215
14 H 3.8124 0.2266 -0.2797  0.224
15 H 2.7165 -0.4641 1.1971  0.252

Its multiplicity is 1. As for the lowest unoccupied orbital energy: 0.0363 hartree. As for the molar mass: 103.2 g/mol. The SMILES is CC/C=N\SC. The value obtained for the orbital gap is 9.2 eV. The calculation puts the maximum force at 1.6 eV Å⁻¹.

No. 5
Density functional theory data (ωB97M-V/def2-TZVPD) for a single C4H9NS molecule in a non-equilibrium geometry.

Last column: natural (NBO) charge in e.
Atoms and positions in Å:
1 C 0.4289 -1.6801 -1.3137  -0.066
2 N 0.8027 -0.6301 -0.6895  -0.419
3 C -0.2989 0.2361 0.0783  -0.089
4 C -0.5697 -0.4395 1.4703  -0.629
5 C 0.3359 1.5516 0.1190  -0.543
6 S 0.4600 2.1634 -1.5858  -0.065
7 H 1.2107 -2.2049 -1.6662  0.175
8 H -0.6669 -1.8827 -1.5667  0.155
9 H -1.2796 0.2871 -0.5571  0.194
10 H -0.6090 -1.5303 1.2091  0.232
11 H -1.4359 0.2341 1.9651  0.222
12 H 0.2216 -0.2516 2.1435  0.209
13 H -0.3150 2.3828 0.5895  0.231
14 H 1.2706 1.3558 0.6602  0.232
15 H 1.3772 1.1169 -2.0009  0.163

Its multiplicity is 1. As for the lowest unoccupied orbital energy: 0.0373 hartree. As for the molar mass: 103.2 g/mol. The SMILES is C=N[C@@H](C)CS. The value obtained for the orbital gap is 9.9 eV. The calculation puts the maximum force at 4.9 eV Å⁻¹.

No. 6
Density functional theory data (ωB97M-V/def2-TZVPD) for a molecular structure, C4H9NS in a non-equilibrium geometry.

Last column: natural (NBO) charge in e.
Atoms and positions in Å:
1 C 0.9061 -1.0108 -0.1872  -0.257
2 C 2.5979 0.2137 0.2958  -0.409
3 C 0.2042 1.8007 0.0430  -0.963
4 C -2.6385 -0.4300 -0.1054  -0.875
5 N 2.1623 -1.0909 0.1545  -0.451
6 S 1.2746 0.8284 -0.7723  0.787
7 H 0.3541 -1.8562 -0.7013  0.202
8 H 3.6464 0.5617 0.2798  0.212
9 H -3.4722 0.0797 0.3976  0.213
10 H 0.0473 1.7568 1.1789  0.228
11 H -0.3686 2.6672 -0.4306  0.239
12 H -3.1286 -0.5062 -1.1127  0.211
13 H -1.7135 0.1383 -0.2008  0.235
14 H -2.4879 -1.3853 0.4778  0.211
15 H 2.6164 -1.7672 0.6829  0.418

Its multiplicity is 1. As for the lowest unoccupied orbital energy (alpha / beta): 0.0072 / 0.0093 hartree. As for the molar mass: 103.2 g/mol. The value obtained for the orbital gap (alpha / beta) is 7.6 / 7.7 eV. The calculation puts the maximum force at 3.7 eV Å⁻¹.

No. 7
Density functional theory data (ωB97M-V/def2-TZVPD) for 2 unconnected molecules or ions with the total composition C4H9O in a non-equilibrium geometry.

Last column: natural (NBO) charge in e.
Atoms and positions in Å:
1 C -2.2180 1.5463 2.4354  -0.187
2 O -1.1464 1.0146 1.8146  -0.988
3 H -2.1187 2.6743 2.6845  0.045
4 H -3.1637 1.6135 1.8303  0.060
5 H -2.4351 0.9806 3.3674  0.079
6 C 1.3619 -1.8914 -0.9106  -0.640
7 C 1.1401 -0.4133 -0.9823  -0.154
8 C 1.0731 0.2655 -2.1171  -0.428
9 H 2.1604 -2.1887 -0.2369  0.207
10 H 0.4602 -2.4431 -0.6406  0.221
11 H 1.6301 -2.2724 -1.9073  0.185
12 H 0.9831 0.0576 -0.0134  0.245
13 H 0.9748 1.3281 -2.2821  0.199
14 H 1.2983 -0.2717 -3.0418  0.157

Its multiplicity is 1. As for the lowest unoccupied orbital energy: 0.1396 hartree. As for the molar mass: 73.1 g/mol. The value obtained for the orbital gap is 5.6 eV. The charge is -1. The calculation puts the maximum force at 1.3 eV Å⁻¹.

No. 8
Density functional theory data (ωB97M-V/def2-TZVPD) for 2 unconnected molecules or ions with the total composition C4H9O in a non-equilibrium geometry.

Last column: natural (NBO) charge in e.
Atoms and positions in Å:
1 C 1.7577 -1.6878 1.0324  -0.195
2 O 1.4068 -0.3815 0.9822  -0.978
3 H 1.4910 -2.3074 0.1458  0.071
4 H 2.8422 -1.8586 1.2629  0.079
5 H 1.2052 -2.1934 1.8863  0.070
6 C -0.4087 0.1224 -1.1785  -0.691
7 C -1.3176 0.8091 -0.1922  -0.120
8 C -1.5593 2.1171 -0.1324  -0.467
9 H -0.3932 0.6209 -2.1590  0.165
10 H 0.5981 0.1320 -0.7133  0.324
11 H -0.7311 -0.8882 -1.4463  0.190
12 H -1.4647 0.1810 0.6796  0.202
13 H -1.9962 2.5140 0.7782  0.177
14 H -1.4303 2.8203 -0.9456  0.173

Its multiplicity is 1. As for the lowest unoccupied orbital energy: 0.1577 hartree. As for the molar mass: 73.1 g/mol. The value obtained for the orbital gap is 6.4 eV. The charge is -1. The calculation puts the maximum force at 1.5 eV Å⁻¹.

No. 9
Density functional theory data (ωB97M-V/def2-TZVPD) for 2 unconnected molecules or ions with the total composition C4H9O in a non-equilibrium geometry.

Last column: natural (NBO) charge in e.
Atoms and positions in Å:
1 C 2.0611 -0.4031 0.1448  0.189
2 O 2.9439 0.5450 0.3184  -0.913
3 C 0.9801 -0.2255 -0.8594  -0.490
4 C 0.5144 -0.1704 0.6231  -0.361
5 C -0.1298 -1.4485 1.0789  -0.610
6 H 2.3452 -1.4841 0.2865  0.065
7 H -4.6580 3.7606 -1.8708  0.010
8 H 0.9326 0.7261 -1.4176  0.199
9 H 0.4778 -1.1256 -1.3623  0.157
10 H -5.0977 4.2528 -1.5311  -0.010
11 H 0.5342 0.8190 1.0341  0.214
12 H -0.2418 -1.5321 2.1669  0.185
13 H -1.1514 -1.4538 0.6672  0.168
14 H 0.4893 -2.2603 0.7214  0.198

Its multiplicity is 1. As for the lowest unoccupied orbital energy: 0.1536 hartree. As for the molar mass: 73.1 g/mol. The value obtained for the orbital gap is 5.9 eV. The charge is -1. The calculation puts the maximum force at 3.1 eV Å⁻¹.

No. 10
Density functional theory data (ωB97M-V/def2-TZVPD) for 2 unconnected molecules or ions with the total composition C4H9O2 in a non-equilibrium geometry.

Last column: natural (NBO) charge in e.
Atoms and positions in Å:
1 C -1.4263 0.1006 -2.1754  -0.750
2 C -0.6202 -0.6192 -1.0480  0.765
3 O 0.6130 -0.6607 -1.2129  -0.791
4 O -1.3401 -1.1826 -0.1877  -0.800
5 H -1.0930 1.0910 -2.4470  0.190
6 H -2.4713 0.0062 -1.9197  0.199
7 H -1.1781 -0.4882 -3.0722  0.197
8 C 1.1934 0.4938 1.4120  -0.615
9 C 1.3780 1.3135 2.6836  -0.610
10 H 0.3160 -0.1557 1.5835  0.235
11 H 0.8302 1.0676 0.5651  0.227
12 H 2.0540 -0.1726 1.3508  0.201
13 H 1.9895 0.7082 3.3598  0.187
14 H 0.4337 1.6899 3.0940  0.188
15 H 1.9172 2.2450 2.4775  0.176

Its multiplicity is 1. As for the lowest unoccupied orbital energy: 0.1486 hartree. As for the molar mass: 89.1 g/mol. The value obtained for the orbital gap is 7.9 eV. The charge is -1. The calculation puts the maximum force at 2.1 eV Å⁻¹.

No. 11
Density functional theory data (ωB97M-V/def2-TZVPD) for 2 unconnected molecules or ions with the total composition C4H9O2 in a non-equilibrium geometry.

Last column: natural (NBO) charge in e.
Atoms and positions in Å:
1 C -0.1312 -0.5341 -1.8561  -0.601
2 C 1.3336 -0.0468 -1.7604  -0.619
3 H -0.7104 0.3864 -1.8248  0.234
4 H -0.4221 -1.0579 -2.7700  0.168
5 H -0.3290 -1.2128 -1.0336  0.206
6 H 1.4277 0.3787 -0.7570  0.244
7 H 2.0099 -0.8998 -1.8454  0.174
8 H 1.5616 0.7836 -2.4259  0.189
9 C -0.6356 -0.1350 2.4990  -0.731
10 C -0.8011 0.9126 1.3866  0.747
11 O -1.8395 0.9021 0.6839  -0.789
12 O 0.1564 1.7286 1.2873  -0.803
13 H 0.3195 0.0154 3.0159  0.195
14 H -0.5301 -1.1633 2.1368  0.191
15 H -1.4098 -0.0577 3.2636  0.194

Its multiplicity is 1. As for the lowest unoccupied orbital energy: 0.1548 hartree. As for the molar mass: 89.1 g/mol. The value obtained for the orbital gap is 8.0 eV. The charge is -1. The calculation puts the maximum force at 1.1 eV Å⁻¹.

No. 12
Density functional theory data (ωB97M-V/def2-TZVPD) for 2 unconnected molecules or ions with the total composition C4H9O2 in a non-equilibrium geometry.

Last column: natural (NBO) charge in e.
Atoms and positions in Å:
1 C -1.9008 -0.4884 -0.0599  -0.618
2 C -1.2124 -1.3876 0.9615  -0.617
3 H -2.7869 -1.0086 -0.4483  0.184
4 H -2.3795 0.4330 0.2810  0.205
5 H -1.2276 -0.2137 -0.8642  0.236
6 H -1.7971 -1.2983 1.8786  0.192
7 H -0.2101 -1.0647 1.2428  0.217
8 H -1.0104 -2.4026 0.6235  0.199
9 C 1.7178 0.4709 -0.2811  -0.752
10 C 1.8710 1.8625 -0.9851  0.761
11 O 2.8019 2.5790 -0.5789  -0.782
12 O 1.0299 2.0921 -1.8973  -0.799
13 H 0.6747 0.2012 -0.1410  0.189
14 H 2.0067 0.5507 0.7908  0.185
15 H 2.4229 -0.3254 -0.5223  0.200

Its multiplicity is 1. As for the lowest unoccupied orbital energy: 0.1355 hartree. As for the molar mass: 89.1 g/mol. The value obtained for the orbital gap is 7.5 eV. The charge is -1. The calculation puts the maximum force at 2.3 eV Å⁻¹.

Look up the multiplicity of the tenth one.
1

Please write out number 1 again, unchanged.
Density functional theory data (ωB97M-V/def2-TZVPD) for a molecular structure, C4H9NOS in a non-equilibrium geometry.

Last column: Löwdin spin population.
Atoms and positions in Å:
1 C -1.9448 -0.0387 0.2273  0.643
2 C 2.1990 0.5444 -0.4372  0.029
3 C 0.9620 1.3017 -0.0898  0.011
4 C 1.0566 -0.1921 0.4000  0.031
5 N -0.1384 -2.5605 0.5683  0.562
6 O -2.2588 1.2938 0.0255  0.178
7 S -0.0932 -1.3202 -0.4212  0.461
8 H -2.3190 -0.6760 -0.6730  0.016
9 H -2.1637 -0.4078 1.2188  0.042
10 H 2.4353 0.2767 -1.5285  0.001
11 H 3.1138 0.8289 0.1213  0.002
12 H 0.8991 2.0656 0.7084  0.001
13 H 0.2992 1.3587 -0.8823  0.000
14 H 1.5465 -0.5343 1.2377  -0.001
15 H -2.9138 1.4233 -0.6443  0.009
16 H -0.6798 -3.3635 0.1687  0.012

Its multiplicity is 3. As for the lowest unoccupied orbital energy (alpha / beta): 0.0252 / -0.0293 hartree. As for the molar mass: 119.2 g/mol. The expectation value of S² is 2.009. The value obtained for the orbital gap (alpha / beta) is 6.4 / 8.7 eV. The calculation puts the maximum force at 4.3 eV Å⁻¹.

What is the multiplicity in the fifth record?
1